Density functional theory data (ωB97M-V with the def2-TZVPD basis set) for C37H33AsAuO5 as an isolated structure.

Computed properties:
Kohn-Sham gap = 0.2791 Eh
highest occupied orbital energy = -4.94 eV
energy above the lowest of the compared OMol25 structures with the same formula, charge and spin = 0.0 kcal/mol
molecular weight = 829.555 g mol⁻¹
multiplicity = 1
net charge = -1

```
77
Properties=species:S:1:pos:R:3:forces:R:3
Au 0.229 -1.593 -1.120 -0.065 -0.096 0.075
C 4.267 -1.638 5.080 -0.002 -0.008 0.000
O 3.874 -2.951 4.737 0.002 -0.002 -0.002
C 2.909 -3.075 3.781 -0.009 0.040 0.021
C 2.576 -4.417 3.453 -0.007 -0.026 -0.017
C 1.626 -4.637 2.505 0.005 -0.021 0.006
C 0.949 -3.590 1.823 0.002 -0.027 -0.142
C -0.010 -3.901 0.818 0.038 0.116 0.210
C -0.402 -5.343 0.558 -0.036 -0.014 0.046
O -0.613 -3.057 0.110 0.014 -0.132 -0.255
C 1.276 -2.216 2.160 -0.012 0.097 -0.021
O 0.734 -1.218 1.634 0.014 0.040 0.068
C 2.293 -2.023 3.173 0.019 -0.011 0.009
H 5.047 -1.740 5.830 0.000 0.001 0.000
H 3.431 -1.069 5.497 0.001 0.000 0.000
H 4.660 -1.102 4.212 0.001 0.002 0.000
H 3.090 -5.223 3.957 -0.006 -0.007 -0.004
H 1.387 -5.661 2.252 0.014 -0.007 0.010
H -0.639 -5.880 1.476 -0.008 -0.006 -0.009
H 0.417 -5.866 0.061 0.002 -0.006 0.001
H -1.265 -5.342 -0.103 0.000 0.003 -0.002
H 2.522 -0.994 3.413 0.008 -0.007 0.003
C 1.142 3.851 4.213 -0.002 0.005 -0.004
C 0.867 2.491 4.172 -0.005 -0.036 0.026
C 0.704 1.843 2.955 0.012 0.029 -0.052
C 0.826 2.553 1.760 0.034 0.027 -0.038
C 1.101 3.916 1.807 0.009 0.005 0.022
C 1.256 4.563 3.027 0.000 -0.008 -0.003
As 0.601 1.534 0.085 0.040 0.051 -0.071
C 2.508 1.261 -0.245 0.018 0.007 0.067
C 3.326 0.313 0.348 -0.006 -0.010 -0.016
C 4.671 0.257 0.004 -0.012 -0.005 0.005
C 5.192 1.141 -0.935 0.009 -0.024 -0.015
C 4.372 2.082 -1.539 -0.014 0.002 -0.022
C 3.026 2.147 -1.194 0.035 -0.012 0.010
C 2.051 3.110 -1.734 -0.036 0.033 -0.041
C 2.307 4.058 -2.718 0.027 -0.008 0.006
C 1.298 4.916 -3.129 -0.001 0.007 -0.001
C 0.030 4.830 -2.569 -0.001 0.014 -0.001
C -0.235 3.873 -1.597 -0.008 -0.021 0.009
C 0.772 3.018 -1.173 -0.029 -0.026 -0.027
H 1.266 4.354 5.164 -0.001 -0.003 -0.001
H 0.775 1.929 5.095 0.001 0.001 -0.003
H 0.498 0.780 2.913 -0.016 -0.041 0.018
H 1.201 4.480 0.887 0.003 -0.001 0.009
H 1.472 5.624 3.050 -0.001 0.000 0.000
H 2.910 -0.381 1.067 -0.018 -0.020 0.005
H 5.312 -0.486 0.463 0.004 0.001 0.000
H 6.239 1.086 -1.207 0.000 0.001 0.003
H 4.781 2.756 -2.283 -0.005 -0.002 0.008
H 3.283 4.112 -3.185 -0.010 0.011 0.012
H 1.498 5.647 -3.904 -0.001 0.001 -0.003
H -0.755 5.500 -2.899 0.000 -0.001 -0.001
H -1.231 3.793 -1.175 -0.001 0.000 -0.001
C 3.415 3.888 -6.706 0.002 0.000 0.000
C 2.822 2.732 -5.944 0.021 -0.021 -0.001
C 1.454 2.641 -5.739 -0.011 0.010 0.018
C 0.897 1.611 -4.989 -0.007 0.033 0.009
C -0.582 1.560 -4.718 -0.005 -0.012 -0.010
C 1.736 0.632 -4.467 -0.009 0.015 0.000
C 3.115 0.691 -4.665 0.003 -0.007 -0.001
C 3.998 -0.388 -4.100 0.010 0.013 -0.008
C 3.641 1.751 -5.394 -0.014 0.009 -0.022
C 1.156 -0.524 -3.685 0.038 -0.073 0.006
O 0.958 -1.600 -4.227 -0.013 0.010 0.019
O 0.942 -0.219 -2.448 -0.022 0.097 0.050
H 2.655 4.399 -7.298 0.000 0.000 0.000
H 4.205 3.556 -7.382 0.002 0.001 0.002
H 3.856 4.624 -6.028 -0.002 0.003 0.005
H 0.800 3.406 -6.148 0.001 0.004 -0.003
H -1.095 2.400 -5.187 -0.001 -0.005 -0.009
H -0.767 1.597 -3.643 -0.003 0.005 0.010
H -1.017 0.630 -5.090 0.003 0.001 0.002
H 3.780 -1.346 -4.576 -0.003 0.004 0.003
H 3.822 -0.509 -3.030 0.002 0.000 0.025
H 5.052 -0.150 -4.250 0.002 0.004 0.006
H 4.716 1.805 -5.544 0.002 0.001 0.001
```
Forces are in eV/Å.